Molecular formula: CHF3NO2S
Method: DFT, ωB97M-V/def2-TZVPD

XYZ file:
```
9
Properties=species:S:1:pos:R:3
S -0.2002 0.0585 2.0166
F 2.6647 0.2610 0.6643
F 1.7504 -1.6113 0.1539
F 2.0842 -0.0548 -1.3624
O -0.3446 -1.3989 2.3878
O -1.4345 0.8340 1.9871
N 0.2505 0.2121 0.1515
C 1.7191 -0.2866 -0.0477
H -0.1997 -0.0321 -0.7253
```

Summary:
HOMO-LUMO gap   0.3052 Ha
2S+1   1
Charge   -1
Total energy   -941.7835 a.u.



Molecular formula: C5H15NO2
Method: DFT, ωB97M-V/def2-TZVPD

XYZ file:
```
23
Properties=species:S:1:pos:R:3
O -1.8354 1.5358 1.9017
O -1.7738 -2.0900 -0.7720
N 0.0744 1.0356 -0.5447
C -0.0603 -0.4122 -0.7423
C 0.4457 -1.3061 0.4233
C 1.1532 1.5831 -1.4332
C 1.7854 -0.8248 1.0369
C -1.6210 -0.6515 -0.9691
H 2.4955 -1.6548 1.1689
H 0.3219 1.2440 0.4267
H -2.2523 -0.0203 -0.3271
H 0.3229 -2.3660 0.2682
H -2.0593 -2.2285 0.1351
H 1.9064 0.8077 -1.6149
H -0.2445 -1.1609 1.2828
H 1.6596 -0.4177 2.0330
H -2.0985 2.4858 1.8330
H 0.6994 1.5119 -2.4181
H -1.7538 -0.4792 -2.0185
H -1.2769 1.6763 2.6938
H 0.3734 -0.7727 -1.6784
H 2.2678 -0.0636 0.4292
H 1.4703 2.5679 -1.1144
```

Summary:
HOMO-LUMO gap (alpha / beta)   0.1006 / 0.3230 Ha
2S+1   2
Charge   -1
Total energy   -404.6438 a.u.
<S²>   0.750



Molecular formula: C40H112N8O12
Method: DFT, ωB97M-V/def2-TZVPD

XYZ file:
```
172
Properties=species:S:1:pos:R:3
O -7.7109 1.3498 -0.2844
O -0.9700 0.5198 5.1264
O 0.9462 4.4648 -5.5898
O 1.1173 -2.0946 -6.5026
O -3.2489 -0.1338 -4.8664
O -3.1647 -4.8971 -0.1959
O -0.7356 -0.2112 -1.6570
O 2.0822 -3.1120 -1.4388
O -2.5713 -4.3820 3.5553
O 2.5877 1.1414 1.0367
O -4.2215 3.5384 4.8764
O 3.0650 -1.9543 3.7153
N 1.5379 3.7788 0.2443
N -3.2735 -1.5287 -1.5362
N -0.3256 -4.9040 0.7731
N 5.3737 -1.6596 5.6039
N 2.5582 -4.4966 -5.8221
N 0.2098 2.1202 7.1727
N 1.5091 5.6895 -2.1519
N 0.0092 -0.1364 1.0122
C -2.4830 1.7100 -6.1103
C -2.2953 -3.9634 2.2147
C 1.8324 -2.1524 -5.2886
C -3.3372 -3.9510 -1.2394
C -3.4919 -2.5996 -0.5646
C 2.6533 2.3100 1.8554
C -0.3942 0.1658 -2.9811
C -2.0759 4.5977 4.9061
C 2.9897 -3.1424 -5.4407
C 0.2880 -0.9662 -6.6884
C -1.5874 1.5895 1.5612
C 0.8384 -3.7067 -1.0891
C 0.7296 5.1452 -6.7940
C 3.8383 0.6418 0.5729
C 5.5838 0.5749 4.9557
C -1.2403 0.4781 0.5671
C -3.6349 0.7468 -5.9476
C -0.3442 4.3964 -2.9530
C -6.5496 0.5180 -0.2806
C -2.7908 3.2397 4.8216
C 4.5668 -0.5825 4.9982
C 0.7819 2.0114 5.8054
C 4.0374 -0.9059 3.6240
C 2.9491 4.8487 1.9086
C 4.0300 -2.6740 -6.4566
C 2.3022 2.1305 5.9928
C -1.3974 -0.8092 4.8150
C -1.1595 0.8941 -0.8883
C 1.3429 5.3721 -4.5641
C -0.9410 -3.2646 2.1272
C 2.1409 -1.6982 -1.5014
C -3.4261 -6.2189 -0.6118
C 0.7615 -3.9971 0.4199
C 2.5555 -2.2482 2.4348
C -4.7483 -2.3861 0.2594
C 1.1077 4.7417 -3.2103
C 2.0362 -4.7523 0.8352
C -5.3082 1.2864 0.1788
C 0.4277 0.6965 5.1414
C 2.7503 3.6009 1.0582
H 0.4992 4.4205 -7.5751
H -0.2502 -1.1404 -7.6119
H 4.4450 -1.6842 -6.2355
H 0.4314 2.7959 5.1303
H -2.2371 2.1823 -5.1613
H 4.8041 -2.4853 5.7636
H 0.7939 0.5165 1.0402
H -2.1397 1.2023 -1.2862
H -0.7469 -1.5937 5.1988
H 1.9891 -5.0288 1.8915
H -4.4468 -1.5487 0.8925
H 4.7811 -1.3384 2.9477
H 1.6612 -1.2351 -0.6332
H -1.3264 -0.8429 3.7195
H -0.6185 -2.7173 3.0110
H 2.1042 -1.3197 2.0678
H -2.6834 2.7295 3.8613
H 0.8628 -4.6680 -1.6055
H 3.8433 4.7321 2.5287
H -4.3405 -6.3205 -1.1972
H -1.7879 1.1802 2.5477
H -0.5337 1.7956 -0.9284
H -2.7406 2.4867 -6.8360
H -0.8037 2.1215 7.0950
H 2.1430 -1.1254 -5.0560
H -0.2812 -5.7204 0.1656
H 1.8250 -3.0559 2.4504
H -3.8432 0.1482 -6.8381
H 3.5444 -2.5123 -7.4209
H -4.2350 -4.1546 -1.8428
H 2.2194 -5.7038 0.3324
H -1.9792 -0.3162 0.7400
H -2.2511 -5.2801 3.6585
H 3.4783 2.1586 2.5618
H -1.3051 0.5556 -3.4442
H 1.7995 3.9051 -3.0614
H -6.4234 0.1846 -1.3081
H 2.5958 1.2107 6.5024
H 3.5189 -0.0247 3.2294
H 3.3060 -2.6604 1.7423
H -1.2811 -4.5713 0.6169
H 0.6008 6.1846 -4.5761
H -1.5744 1.2375 -6.4860
H -2.5549 -6.5572 -1.1925
H 2.6164 3.0301 6.5152
H 6.0991 -1.9473 4.9540
H 0.4280 1.2027 7.5616
H 1.5276 4.7328 -0.1074
H -1.5031 4.7726 5.8156
H 3.9575 0.8876 -0.4866
H 0.9140 -0.1949 5.5621
H -0.1235 5.8379 -6.7317
H -5.5364 1.8891 1.0611
H 4.8774 -3.3532 -6.4952
H 4.6978 0.9954 1.1428
H 0.6321 -3.0485 0.9481
H -4.5300 0.6230 0.5726
H 1.6158 -1.4342 -2.4276
H -4.0719 -0.5070 -4.5288
H -1.0278 5.1865 -3.2912
H -6.7276 -0.2816 0.4426
H -2.7853 5.4129 4.8005
H -4.8124 1.8312 -0.6238
H -7.9089 1.5653 0.6322
H -0.7201 3.4677 -3.3694
H 2.4537 6.0205 -2.3101
H 2.9017 2.1532 5.0758
H -5.6542 -2.2342 -0.3226
H 2.9155 -4.1180 0.7129
H -0.7413 2.2825 1.6005
H 3.1806 -1.3777 -1.5407
H -3.1351 -3.3378 1.9000
H -2.6875 -2.5024 0.1851
H -2.4414 2.1925 1.2416
H 2.0514 -4.9187 -5.0468
H 6.0400 0.7025 5.9335
H -3.4425 -6.9282 0.2159
H -2.5391 -4.1051 -1.9794
H 0.7864 0.7532 4.0986
H 0.2566 -0.8818 0.3711
H -2.3792 -1.6448 -1.9906
H 5.1935 1.5081 4.5449
H 3.1945 5.6882 1.2569
H 1.8237 -4.3573 -6.5204
H 1.7100 2.2595 2.4101
H 3.4623 -3.3044 -4.4676
H 0.8972 6.4864 -2.0287
H 2.0974 5.0621 2.5512
H 0.4195 0.8940 -3.0076
H -0.5819 4.4154 -1.8847
H -0.9086 -2.6079 1.2529
H 3.7369 -0.4098 5.6803
H -4.5477 1.2778 -5.6646
H -2.4545 -0.9064 5.0395
H -4.6082 3.0313 5.5946
H 0.8514 -0.0269 -6.6224
H -0.0182 -3.0802 -1.3657
H 6.4148 0.2790 4.3067
H 1.2175 -2.4828 -4.4392
H 1.5585 5.7764 -7.1384
H -0.0837 -0.7313 -3.5137
H -0.1257 -3.9770 1.9648
H -0.3818 -0.8835 -5.8221
H -2.5584 2.4706 5.5583
H 2.3378 5.8111 -4.6619
H 3.6508 3.4336 0.4467
H 1.6715 3.2736 -0.6301
H -1.4184 4.6122 4.0320
H -4.9040 -3.2017 0.9680
H -3.1982 -0.6387 -1.0636
H 3.7484 -0.4443 0.6246
H -2.3559 -4.8639 1.5938
```

Summary:
HOMO-LUMO gap   0.3301 Ha
2S+1   1
Structure (SMILES)   COC[C@H](C)N.COC[C@H](C)N.COC[C@H](C)N.COC[C@H](C)N.COC[C@H](C)N.COC[C@H](C)N.COC[C@H](C)N.COC[C@H](C)N.CCO.CCO.CCO.CCO
Total energy   -2931.7749 a.u.



Molecular formula: C52H38N8SV
Method: DFT, ωB97M-V/def2-TZVPD

XYZ file:
```
100
Properties=species:S:1:pos:R:3
V 0.2261 0.0032 -0.0040
S 2.7276 -0.3588 -0.4044
N 0.5985 1.3892 1.8360
N -0.2725 -2.0527 -0.7844
N 4.7356 1.0329 0.5012
N -0.2083 0.5624 -2.2980
N 0.7215 -1.1682 1.7508
N -1.6462 0.2787 0.6593
N 0.5903 2.0532 -0.2585
N 2.9739 1.1069 1.9047
C -2.2074 -6.2015 2.7882
C 0.4540 -5.6442 2.2423
C 1.8815 1.4441 4.0399
C -4.0123 -0.0500 0.4435
C -0.5460 1.7000 -4.2965
C -0.8020 -3.8749 -2.1112
C 0.2268 4.2591 -3.2239
C -0.9143 2.8292 3.3150
C -0.2028 1.8132 -2.9109
C 1.1111 4.2565 -0.2980
C -0.7869 -4.3153 -0.8367
C 1.7350 0.8358 2.6349
C 1.9720 2.4857 6.6440
C 1.4270 6.0461 -4.3119
C -0.0881 -3.3585 -6.5785
C 0.8950 2.4504 0.9475
C 1.4306 -0.6209 2.7369
C -3.1495 1.2843 2.2527
C -0.5218 -4.6998 1.9426
C -1.8547 -4.9860 2.2195
C 2.8839 2.3254 4.4241
C -0.4399 -3.1970 -0.0136
C -2.7304 -0.2364 0.0298
C 1.0369 -2.6847 3.4293
C -2.1725 -2.7862 -4.8464
C 1.6879 -1.5229 3.7830
C -0.6051 -1.6901 -3.2229
C -0.8767 -2.4136 -4.5032
C -4.2058 0.7455 1.6033
C -0.9713 4.8088 -3.6717
C -0.7389 0.3876 -4.5481
C 1.2658 3.8159 1.0049
C -2.4263 -3.4369 -6.0448
C 0.9389 1.0690 5.0005
C -1.7982 1.0584 1.7910
C -0.7183 1.6172 2.4389
C 0.9808 1.5822 6.2824
C 0.1619 -2.7032 -5.3811
C -1.2309 -7.1433 3.0789
C 0.2297 6.5867 -4.7574
C 1.4252 4.8896 -3.5451
C -0.5079 -0.2968 -3.3089
C 2.9244 2.8522 5.7119
C -0.1687 -3.3824 1.3369
C -0.5206 -2.4688 -2.0624
C 3.4694 0.6204 0.7438
C 0.1002 -6.8627 2.8038
C -0.9695 5.9671 -4.4341
C 0.4651 -2.4550 2.1543
C 0.6777 3.1439 -1.0788
C -1.3835 -3.7256 -6.9146
C 0.2337 3.0334 -2.3808
H 2.0044 2.8911 7.6468
H -1.0019 -0.0782 -5.4819
H 3.7134 3.5435 5.9764
H 0.8665 -7.5951 3.0222
H -2.9843 -2.5613 -4.1651
H 0.9710 -3.5999 3.9930
H -1.9053 4.3259 -3.4131
H -5.2056 0.9243 1.9813
H 3.6777 2.6392 3.7566
H 0.0376 3.2855 3.5835
H 1.2516 5.2583 -0.6710
H 0.7305 -3.5807 -7.2509
H 2.3574 4.4615 -3.1984
H -1.4052 2.5949 4.2649
H -3.4401 -3.7163 -6.3011
H 1.5505 4.3836 1.8751
H -4.8355 -0.4857 -0.1014
H 5.3380 1.2943 1.2637
H 0.1621 0.3719 4.7187
H -1.5124 3.6061 2.8244
H 2.3657 6.5222 -4.5636
H 0.2349 1.2738 7.0032
H -1.5063 -8.0933 3.5179
H 5.1582 0.7459 -0.3637
H -0.9508 -5.3176 -0.4807
H 1.1719 -2.4112 -5.1202
H -2.6137 -4.2483 1.9901
H -0.6075 2.5205 -4.9906
H 1.4913 -5.4251 2.0221
H -2.5095 -0.8224 -0.8543
H -3.2982 1.8818 3.1405
H -0.9917 -4.4444 -3.0038
H 2.2286 -1.3167 4.6909
H 0.2313 7.4901 -5.3533
H -1.9066 6.3885 -4.7736
H 3.4487 1.9388 2.2171
H -3.2474 -6.4103 3.0028
H -1.5800 -4.2327 -7.8500
```

Summary:
HOMO-LUMO gap (alpha / beta)   0.1930 / 0.1682 Ha
2S+1   4
Total energy   -3784.6804 a.u.
<S²>   3.934



Molecular formula: C3H3NO
Method: DFT, ωB97M-V/def2-TZVPD

XYZ file:
```
8
Properties=species:S:1:pos:R:3
O -2.1292 0.5623 -0.2553
N 2.4722 -0.0092 -0.0315
C -0.0108 -0.5165 -0.0488
C -0.9613 0.6591 0.0097
C 1.3634 -0.1263 -0.3303
H -0.3652 -1.3163 -0.6968
H 0.0939 -0.9111 0.9729
H -0.5091 1.6089 0.3591
```

Summary:
HOMO-LUMO gap   0.4119 Ha
2S+1   1
Structure (SMILES)   N#CCC=O
Total energy   -246.0712 a.u.



Molecular formula: C8H24AlFO4
Method: DFT, ωB97M-V/def2-TZVPD

XYZ file:
```
38
Properties=species:S:1:pos:R:3
Al -0.8526 -1.5353 3.2046
F -0.4129 -0.2063 0.5576
O 1.6818 -0.0374 -1.5009
O -1.5575 -2.6470 0.5033
O -1.8123 0.6142 -1.5526
O 1.6293 0.2889 3.4061
C 2.0885 2.0854 -0.5511
C 1.7478 1.2984 -1.8267
C 2.6709 0.1365 2.4488
C -1.8658 2.0132 -1.3658
C -3.1402 -4.2037 -0.5769
C -2.1084 2.7989 -2.6495
C 3.7369 -0.7944 3.0107
C -2.8803 -2.7700 -0.0722
H 2.3794 -0.1884 1.4500
H -3.6813 -2.5011 0.6163
H -2.6132 2.3195 -0.6339
H 1.3778 1.8991 0.2541
H -2.9493 -2.1496 -0.9657
H -2.3624 -4.5121 -1.2754
H -1.2320 -1.8132 0.1564
H -1.9695 3.8446 -2.3750
H 1.6244 1.2355 3.5659
H -1.4026 2.5118 -3.4289
H -0.9262 2.3356 -0.9174
H 3.2665 -1.6881 3.4208
H 2.0101 3.1534 -0.7543
H -3.1074 2.6326 -3.0525
H 4.4730 -1.0924 2.2641
H -1.3510 0.3561 -0.7513
H -3.2400 -4.8431 0.3002
H -4.0764 -4.1950 -1.1351
H 1.0657 -0.1627 -0.7753
H 2.5163 1.5135 -2.5692
H 0.7979 1.6454 -2.2333
H 4.2458 -0.2316 3.7932
H 3.1391 1.1007 2.2509
H 3.0900 1.7880 -0.2401
```

Summary:
HOMO-LUMO gap (alpha / beta)   0.3431 / 0.1396 Ha
2S+1   2
Charge   +1
Total energy   -962.0654 a.u.
<S²>   0.755



Molecular formula: C3H13NO3
Method: DFT, ωB97M-V/def2-TZVPD

XYZ file:
```
20
Properties=species:S:1:pos:R:3
O -0.1388 3.0189 -0.3402
O -0.0588 0.8009 -2.2007
O 0.5521 -1.6264 -0.9365
N -0.3177 -1.5406 1.2476
C -0.3505 -0.2215 1.8028
C 0.8839 0.6015 1.3437
C -0.6181 -1.8197 -0.1385
H 0.8548 -0.8197 -0.4900
H -0.9104 3.5776 -0.4830
H 0.0856 1.2075 -3.0628
H 0.8651 1.4785 1.9720
H 0.0101 -0.1548 -2.3216
H -0.1668 2.4094 -1.0954
H 0.9473 0.8574 0.2915
H -0.0743 -2.3331 1.8418
H -1.3036 0.2012 1.4792
H -0.9737 -2.8349 -0.2640
H -1.3813 -1.1124 -0.4568
H -0.3471 -0.3035 2.8830
H 1.7388 0.0079 1.6705
```

Summary:
HOMO-LUMO gap (alpha / beta)   0.4087 / 0.2259 Ha
2S+1   2
Charge   +1
Total energy   -402.2394 a.u.
<S²>   0.755



Molecular formula: C26H34Cl2N8O5P2Zr
Method: DFT, ωB97M-V/def2-TZVPD

XYZ file:
```
78
Properties=species:S:1:pos:R:3
Zr -0.0190 -0.9294 0.6458
Cl 5.5313 1.2599 4.5954
Cl 6.5493 -1.1327 2.7695
P 0.9271 0.3596 -2.3594
P -1.3333 1.2769 -0.9381
O 0.8297 -0.8023 -1.4057
O 2.6140 -3.9403 1.8091
O -0.8423 -1.1191 2.4640
O -0.4228 1.2849 -2.2540
O -0.4231 1.1160 0.2617
N -2.1722 -0.1581 -1.0654
N 1.7027 -1.8730 1.3253
N 0.8402 0.4010 3.0799
N 2.1195 1.3527 -1.8910
N -2.2435 2.5857 -0.8301
N -2.5867 0.9155 2.8920
N 0.8365 -0.1381 -3.9019
N -0.3856 -3.1196 0.1371
C 0.6725 -5.2557 0.2907
C -3.4293 2.5294 4.4463
C 0.6508 -3.8940 0.5183
C -3.2254 -0.3886 -0.0305
C 4.8880 -0.7200 2.8511
C 1.6656 -1.2905 -4.2914
C 2.6191 -1.1500 2.1384
C -3.5544 1.7175 3.3277
C -1.8488 3.7243 0.0183
C -3.2718 2.8626 -1.8400
C 3.0942 0.6383 3.6679
C -2.5651 -0.6814 -2.3931
C -0.3697 0.0072 3.0518
C 3.9762 -1.4385 2.0970
C 1.7817 -3.2463 1.2815
C 2.1549 -0.0916 2.9393
C 3.2392 0.9044 -1.0513
C -1.2023 1.7106 4.6809
C -1.4359 0.9198 3.5675
C 0.5539 0.7926 -5.0023
C 4.4409 0.3312 3.6513
C -1.4824 -5.0511 -0.7277
C -0.4054 -5.8437 -0.3501
C -1.4355 -3.7002 -0.4638
C -2.2281 2.5238 5.1356
C 2.3428 2.6218 -2.5900
H -1.1583 3.3920 0.7886
H 1.5254 -5.8211 0.6382
H 2.6352 -0.9743 -4.6814
H -2.8968 3.5273 -2.6192
H 4.1517 0.8076 -1.6416
H 1.4414 2.9361 -3.1142
H 1.8179 -1.9503 -3.4403
H -0.4146 -6.9084 -0.5405
H -2.7449 4.1167 0.4965
H 0.0569 0.2405 -5.7992
H 3.1602 2.5437 -3.3091
H 2.5948 3.3887 -1.8577
H -3.5667 -0.3417 -2.6611
H 1.4696 1.2304 -5.4050
H 2.7425 1.4648 4.2686
H -4.4835 1.6978 2.7683
H -0.2430 1.6723 5.1767
H -4.2591 3.1424 4.7685
H 3.4091 1.6403 -0.2642
H -4.1204 3.3363 -1.3490
H -1.3874 4.5135 -0.5764
H -3.9893 0.3911 -0.0399
H 4.3342 -2.2509 1.4832
H -2.3504 -5.4773 -1.2094
H -0.1090 1.5891 -4.6724
H -2.8083 -0.4227 0.9815
H -3.7037 -1.3389 -0.2590
H -1.8618 -0.3679 -3.1587
H -3.6172 1.9379 -2.3011
H -2.5691 -1.7687 -2.3634
H -2.0931 3.1384 6.0152
H 3.0153 -0.0556 -0.5923
H 1.1409 -1.8433 -5.0695
H -2.2664 -3.0572 -0.7184
```

Summary:
HOMO-LUMO gap   0.2465 Ha
2S+1   1
Charge   +2
Total energy   -3475.4058 a.u.



- total energy of number 1 (CHF3NO2S)?
  -941.7835 a.u.



- What is the total energy in the sixth record?
  -962.0654 a.u.



- Which value of total energy does entry 2 give?
  -404.6438 a.u.



- Among the records above, which one has the highest 2S+1?
  C52H38N8SV